Record 1
Formula: C2H4N2O2
Source: OMol25
Level of theory: wB97M-V/def2-TZVPD

## Properties
Charge: 0
SMILES string: NC(=O)NC=O
Frontier orbital gap in eV: 11.22
Spin multiplicity: 1
E_tot in Ha: -338.65174
Energy relative to the best compared isomer or geometry (same formula, charge and spin) in kcal/mol: 0.92
E_LUMO in eV: 0.722

```
10
C2H4N2O2 wB97M-V/def2-TZVPD
N 0.862 0.552 -1.082
C 0.759 0.650 0.256
O 1.511 1.262 0.986
N -0.340 -0.027 0.830
C -1.186 -0.925 0.239
O -1.258 -1.149 -0.947
H 0.244 -0.085 -1.569
H 1.592 1.078 -1.530
H -0.387 0.088 1.831
H -1.796 -1.445 0.986
```

Record 2
Formula: C36H83Br2F3O13P
Source: OMol25
Level of theory: wB97M-V/def2-TZVPD

## Properties
Charge: -1
Frontier orbital gap in eV: 6.16
Spin multiplicity: 1
E_tot in Ha: -8188.26928
E_LUMO in eV: 1.767

```
138
C36H83Br2F3O13P wB97M-V/def2-TZVPD
C -1.167 -3.770 0.235
C -1.708 -2.506 -0.611
Br -0.073 -1.360 -0.822
C -2.237 -3.092 -1.971
Br -3.444 -4.670 -1.670
P -2.938 -1.837 -3.249
C -3.862 -0.783 -1.959
C -4.967 -1.523 -1.106
C -5.644 -0.432 -0.197
F -4.827 0.556 0.385
C -6.999 -0.349 0.084
F -7.459 -0.643 1.348
F -7.927 0.068 -0.820
O -3.600 -0.816 -4.550
C -2.866 0.296 -4.820
O -3.363 1.382 -4.554
C -1.471 0.326 -5.490
C -1.119 1.563 -6.207
C 0.196 1.643 -6.807
C 1.200 0.593 -6.744
C 0.849 -0.636 -6.054
C -0.481 -0.728 -5.438
H -0.811 -4.504 -0.536
H -0.285 -3.432 0.833
H -1.964 -4.207 0.877
H -2.473 -2.046 0.049
H -1.335 -3.561 -2.464
H -4.115 -2.684 -3.384
H -2.282 -2.633 -4.293
H -1.776 -0.970 -3.108
H -4.411 0.025 -2.523
H -3.164 -0.214 -1.273
H -5.785 -1.932 -1.759
H -4.569 -2.277 -0.381
H -1.865 2.380 -6.257
H 0.472 2.592 -7.329
H 2.200 0.733 -7.203
H 1.561 -1.487 -5.947
H -0.699 -1.673 -4.892
C 4.752 1.085 -10.326
C 3.892 2.333 -10.258
O 3.924 2.890 -8.949
H 4.402 0.341 -9.607
H 4.727 0.647 -11.326
H 5.789 1.316 -10.069
H 2.854 2.095 -10.494
H 4.244 3.087 -10.971
H 4.841 3.108 -8.747
C -3.999 -0.339 3.838
C -3.061 -1.512 3.624
O -2.853 -1.725 2.229
H -4.959 -0.521 3.349
H -4.172 -0.167 4.903
H -3.584 0.573 3.399
H -3.488 -2.424 4.045
H -2.096 -1.331 4.101
H -2.467 -0.918 1.866
C 1.780 -5.999 -1.218
C 2.570 -5.390 -0.078
O 3.369 -4.310 -0.554
H 2.452 -6.358 -1.999
H 1.168 -6.834 -0.870
H 1.127 -5.253 -1.678
H 3.238 -6.131 0.364
H 1.902 -5.018 0.705
H 2.771 -3.653 -0.935
C -3.768 3.551 -0.261
C -2.981 4.152 0.887
O -2.193 5.251 0.428
H -3.095 3.210 -1.050
H -4.370 2.707 0.075
H -4.430 4.299 -0.706
H -2.305 3.412 1.318
H -3.653 4.506 1.676
H -2.795 5.905 0.055
C -2.138 0.970 7.157
C -1.202 -0.202 6.945
O -0.995 -0.415 5.552
H -3.097 0.787 6.670
H -2.312 1.145 8.221
H -1.722 1.878 6.714
H -1.629 -1.113 7.367
H -0.233 -0.021 7.421
H -0.610 0.393 5.190
C 4.025 -6.625 -4.647
C 5.169 -5.638 -4.510
O 4.704 -4.415 -3.950
H 3.237 -6.212 -5.281
H 4.369 -7.566 -5.082
H 3.576 -6.831 -3.674
H 5.603 -5.417 -5.486
H 5.959 -6.042 -3.866
H 4.330 -4.612 -3.080
C 1.151 3.239 0.400
C 1.276 4.154 1.603
O 1.015 5.502 1.230
H 1.851 3.540 -0.383
H 1.354 2.201 0.674
H 0.148 3.299 -0.029
H 2.285 4.108 2.017
H 0.568 3.865 2.388
H 0.118 5.531 0.874
C -0.197 5.492 5.012
C -0.475 4.127 5.606
O 0.706 3.330 5.593
H 0.164 5.398 3.986
H -1.099 6.109 5.013
H 0.582 6.008 5.579
H -1.238 3.607 5.024
H -0.828 4.214 6.639
H 1.373 3.790 6.116
C -4.988 -1.630 10.589
C -4.645 -0.534 9.598
O -4.392 -1.088 8.311
H -4.171 -2.352 10.659
H -5.177 -1.215 11.582
H -5.875 -2.181 10.265
H -3.747 -0.001 9.913
H -5.465 0.187 9.516
H -5.191 -1.550 8.031
C 3.448 8.376 8.210
C 2.205 8.060 7.401
O 1.553 6.904 7.920
H 4.140 7.532 8.193
H 3.958 9.257 7.814
H 3.192 8.560 9.257
H 2.466 7.856 6.362
H 1.502 8.900 7.422
H 1.314 7.090 8.835
C 9.554 -4.639 -6.692
C 8.605 -5.362 -7.630
O 7.309 -4.779 -7.572
H 9.182 -4.681 -5.666
H 10.551 -5.084 -6.724
H 9.633 -3.582 -6.961
H 8.512 -6.411 -7.345
H 8.968 -5.315 -8.662
H 7.392 -3.855 -7.833
```

Record 3
Formula: C4H9BO2
Source: OMol25
Level of theory: wB97M-V/def2-TZVPD

## Properties
Charge: 0
SMILES string: COC(=O)B(C)C
Frontier orbital gap in eV: 10.02
Spin multiplicity: 1
E_tot in Ha: -333.10308
Energy relative to the best compared isomer or geometry (same formula, charge and spin) in kcal/mol: 77.78
E_LUMO in eV: 0.550

```
16
C4H9BO2 wB97M-V/def2-TZVPD
C 3.031 0.087 0.326
O 1.775 -0.308 -0.120
C 0.816 0.587 -0.156
O 1.018 1.762 0.082
B -0.808 -0.076 -0.526
C -0.937 -1.346 -1.391
C -1.917 0.608 0.315
H 3.114 0.029 1.441
H 3.390 1.056 0.048
H 3.872 -0.513 0.033
H -0.010 -1.789 -1.566
H -1.560 -1.474 -2.332
H -1.288 -1.848 -0.538
H -1.738 1.705 0.211
H -2.012 0.298 1.305
H -2.853 0.387 -0.130
```

Record 4
Formula: C52H42CsF11N3O4SSbSe
Source: OMol25
Level of theory: wB97M-V/def2-TZVPD

## Properties
Charge: -2
Frontier orbital gap in eV: 5.39
Spin multiplicity: 1
E_tot in Ha: -6630.53194
Energy relative to the best compared isomer or geometry (same formula, charge and spin) in kcal/mol: 45.72
E_LUMO in eV: 3.402

```
116
C52H42CsF11N3O4SSbSe wB97M-V/def2-TZVPD
Cs 0.754 0.166 0.143
C -2.780 1.218 7.526
C -2.587 0.793 6.095
C -3.567 0.079 5.415
C -3.369 -0.309 4.098
C -2.178 -0.008 3.465
C -1.193 0.712 4.124
C -1.408 1.116 5.428
S -1.905 -0.469 1.760
O -1.358 0.718 1.139
O -3.156 -0.958 1.218
N -0.730 -1.540 1.678
C -0.861 -2.829 2.089
C -1.868 -3.314 2.931
C -1.905 -4.643 3.357
C -0.962 -5.553 2.953
C 0.060 -5.138 2.079
C 1.034 -6.029 1.576
C 2.000 -5.579 0.723
C 2.006 -4.214 0.385
N 1.124 -3.355 0.827
C 0.138 -3.780 1.649
H -3.814 1.082 7.843
H -2.509 2.267 7.658
H -2.142 0.624 8.185
H -4.505 -0.152 5.907
H -4.143 -0.823 3.539
H -0.295 1.000 3.589
H -0.674 1.742 5.923
H -2.641 -2.633 3.244
H -2.704 -4.958 4.019
H -1.001 -6.588 3.276
H 0.994 -7.071 1.875
H 2.748 -6.246 0.314
H 2.783 -3.814 -0.262
F 2.030 8.213 5.051
C 1.066 7.372 4.629
C 0.814 6.189 5.299
F 1.546 5.884 6.388
C -0.177 5.337 4.859
F -0.365 4.209 5.563
C -0.981 5.602 3.738
Se -2.336 4.453 3.185
C -0.682 6.810 3.087
F -1.381 7.174 2.003
C 0.305 7.673 3.514
F 0.542 8.825 2.857
F -5.603 3.350 -3.489
C -5.479 2.912 -2.208
F -5.806 3.947 -1.418
F -6.418 1.961 -2.035
C -4.093 2.403 -1.955
C -3.834 1.043 -1.948
C -2.519 0.637 -1.781
N -1.505 1.484 -1.671
C -1.770 2.785 -1.645
C -3.051 3.300 -1.779
H -4.631 0.320 -2.046
H -2.275 -0.420 -1.732
H -0.924 3.448 -1.509
H -3.231 4.365 -1.733
C 2.339 -0.155 6.196
C 2.348 -0.643 4.764
C 1.479 -1.838 4.462
O 3.020 -0.101 3.919
H 1.455 0.473 6.331
H 3.223 0.450 6.391
H 2.271 -0.982 6.903
H 0.647 -1.925 5.160
H 2.100 -2.736 4.546
H 1.104 -1.790 3.443
C 4.647 0.020 -2.394
C 3.659 0.228 -1.234
C 4.064 1.497 -0.455
O 2.345 0.296 -1.631
H 5.662 -0.140 -2.013
H 4.649 0.896 -3.050
H 4.350 -0.845 -2.984
H 3.816 -0.628 -0.535
H 4.136 2.349 -1.137
H 5.026 1.355 0.046
H 3.304 1.722 0.295
F 5.070 -4.073 -6.191
C 4.133 -3.355 -5.521
C 3.824 -3.709 -4.225
C 2.856 -2.972 -3.555
C 2.203 -1.903 -4.164
C 2.555 -1.575 -5.469
C 3.522 -2.295 -6.158
Sb 0.613 -0.902 -3.074
C -0.837 -1.945 -4.479
C -0.524 -3.169 -5.072
C -1.438 -3.873 -5.848
C -2.697 -3.340 -6.026
F -3.594 -4.009 -6.797
C -3.070 -2.148 -5.443
C -2.136 -1.468 -4.670
C 0.699 0.837 -4.365
C 1.552 1.881 -4.010
C 1.718 2.989 -4.831
C 1.009 3.043 -6.013
F 1.164 4.113 -6.834
C 0.140 2.042 -6.392
C -0.010 0.938 -5.559
H 4.338 -4.542 -3.759
H 2.606 -3.229 -2.531
H 2.072 -0.742 -5.965
H 3.801 -2.047 -7.174
H 0.464 -3.595 -4.937
H -1.185 -4.821 -6.307
H -4.075 -1.771 -5.593
H -2.433 -0.527 -4.218
H 2.092 1.798 -3.072
H 2.383 3.801 -4.566
H -0.403 2.123 -7.325
H -0.684 0.149 -5.863
```

Record 5
Formula: C46H41MnN8S2
Source: OMol25
Level of theory: wB97M-V/def2-TZVPD

## Properties
Charge: +1
Frontier orbital gap (alpha / beta) in eV: 6.25 / 5.94
Spin multiplicity: 6
E_tot in Ha: -4162.61461
Energy relative to the best compared isomer or geometry (same formula, charge and spin) in kcal/mol: 166.73
E_LUMO (alpha / beta) in eV: -3.155 / -4.014

```
98
C46H41MnN8S2 wB97M-V/def2-TZVPD
Mn -0.919 -0.296 0.312
N 2.241 -2.826 3.317
C 2.086 -2.561 1.905
N 0.171 -1.087 1.726
C -0.507 -1.443 2.862
N -1.818 -1.402 2.837
N -2.215 -0.874 1.630
C -3.453 -0.811 1.294
C -3.718 -0.125 0.046
C -4.973 0.050 -0.386
C -5.336 0.721 -1.645
C -4.965 1.953 -1.970
C -2.994 2.569 -0.780
N -2.489 0.256 -0.546
C 0.127 -1.823 4.143
C -0.642 -1.533 5.291
C -0.223 -1.845 6.560
C 1.003 -2.493 6.718
C 1.774 -2.794 5.624
C 1.374 -2.461 4.315
H 3.058 -3.333 3.608
H 3.091 -2.547 1.495
H -4.219 -1.228 1.939
H -5.753 -0.429 0.197
H -5.882 0.124 -2.374
H -5.523 1.675 -3.979
H -2.323 3.124 -0.128
H -1.594 -1.045 5.142
H -0.831 -1.592 7.418
H 1.355 -2.764 7.706
H 2.724 -3.299 5.757
S 4.472 -1.047 -1.198
C 5.724 -1.818 -2.068
C 5.427 -1.920 -3.390
C 4.153 -1.367 -3.700
C 3.505 -0.858 -2.612
C 2.174 -0.228 -2.593
C 1.372 -0.202 -1.449
N 0.128 0.268 -1.410
C -0.429 0.836 -2.539
C 0.365 0.922 -3.705
C -0.126 1.645 -4.840
C -1.349 2.190 -4.822
C -2.278 2.020 -3.715
C -3.569 2.463 -4.014
C -4.963 2.417 -3.398
C -4.262 2.846 -1.007
N -2.495 1.368 -1.379
C -1.747 1.385 -2.536
C -5.666 3.732 -3.661
C -6.761 3.909 -4.449
C -7.156 5.276 -4.569
C -6.341 6.109 -3.874
S -5.094 5.249 -3.075
C 1.638 0.364 -3.717
H 6.619 -2.140 -1.555
H 6.086 -2.373 -4.119
H 3.725 -1.373 -4.697
H 1.755 -0.601 -0.518
H 0.518 1.753 -5.705
H -1.699 2.749 -5.682
H -3.633 2.919 -4.998
H -4.765 3.706 -0.579
H -7.279 3.086 -4.930
H -8.010 5.612 -5.140
H -6.403 7.183 -3.774
H 2.225 0.434 -4.627
C 5.933 0.922 2.562
C 4.448 1.032 2.326
C 3.831 2.272 2.208
C 2.461 2.360 1.997
C 1.772 3.697 1.897
C 1.717 1.192 1.878
C 2.317 -0.066 1.944
C 3.688 -0.127 2.208
N 1.552 -1.228 1.722
C 1.359 -3.719 1.159
C 2.369 -4.878 1.125
C 0.097 -4.211 1.874
C 1.022 -3.357 -0.282
H 6.366 1.887 2.825
H 6.439 0.565 1.660
H 6.155 0.217 3.365
H 4.419 3.178 2.310
H 2.450 4.510 2.150
H 0.916 3.748 2.574
H 1.404 3.873 0.883
H 0.651 1.289 1.774
H 4.189 -1.077 2.340
H 2.633 -5.206 2.134
H 3.285 -4.593 0.598
H 1.937 -5.737 0.607
H 0.275 -4.391 2.936
H -0.214 -5.158 1.426
H -0.741 -3.515 1.778
H 1.906 -3.043 -0.843
H 0.269 -2.579 -0.339
H 0.607 -4.235 -0.783
```

Record 6
Formula: C4H6N2O
Source: OMol25
Level of theory: wB97M-V/def2-TZVPD

## Properties
Charge: 0
SMILES string: Cc1c[nH]c(O)n1
Frontier orbital gap in eV: 8.97
Spin multiplicity: 1
E_tot in Ha: -340.78476
Energy relative to the best compared isomer or geometry (same formula, charge and spin) in kcal/mol: 6.37
E_LUMO in eV: 0.818

```
13
C4H6N2O wB97M-V/def2-TZVPD
C -1.455 -0.349 1.485
C -0.381 -0.051 0.482
C 0.878 0.419 0.697
N 1.470 0.496 -0.559
C 0.546 0.051 -1.434
O 0.854 -0.036 -2.740
N -0.584 -0.277 -0.875
H -2.130 -1.098 1.065
H -2.054 0.534 1.738
H -1.032 -0.750 2.412
H 1.400 0.733 1.589
H 2.437 0.684 -0.773
H 0.085 -0.445 -3.161
```

Record 7
Formula: C26H46NO27S3
Source: OMol25
Level of theory: wB97M-V/def2-TZVPD

## Properties
Charge: +1
Frontier orbital gap in eV: 10.48
Spin multiplicity: 1
E_tot in Ha: -4298.95254
E_LUMO in eV: -1.946

```
103
C26H46NO27S3 wB97M-V/def2-TZVPD
N -0.294 0.832 0.587
H -0.614 -0.122 0.427
H -0.291 1.410 -0.263
H 0.666 0.811 0.945
H -0.895 1.370 1.222
C 0.070 -4.587 -3.994
C 0.067 -4.556 -2.493
C 1.442 -4.811 -1.849
O 1.534 -3.803 -0.854
C 0.551 -2.858 -1.028
O 0.472 -1.835 -0.433
O -0.271 -3.254 -2.009
H 0.765 -3.876 -4.439
H -0.929 -4.324 -4.357
H 0.203 -5.594 -4.392
H -0.788 -5.152 -2.152
H 2.256 -4.798 -2.566
H 1.295 -5.807 -1.424
C 7.033 0.943 2.533
C 5.671 0.626 3.139
C 5.243 1.621 4.227
O 3.900 1.977 3.815
C 3.575 1.360 2.670
O 2.488 1.416 2.171
O 4.582 0.648 2.206
H 7.349 0.198 1.805
H 7.687 0.866 3.406
H 7.110 1.934 2.091
H 5.768 -0.371 3.570
H 5.763 2.579 4.221
H 5.092 1.166 5.203
C 0.559 5.401 5.623
C 1.123 4.289 4.765
C 0.910 2.839 5.166
O 0.024 2.334 4.127
C -0.127 3.265 3.184
O -0.862 3.157 2.247
O 0.562 4.387 3.463
H 0.734 6.378 5.177
H 0.803 5.328 6.683
H -0.539 5.357 5.645
H 2.198 4.474 4.655
H 0.390 2.794 6.121
H 1.776 2.190 5.087
C 0.093 -0.279 -4.656
C 1.266 -0.100 -3.722
C 2.329 0.900 -4.204
O 2.112 2.017 -3.330
C 1.372 1.650 -2.267
O 1.096 2.374 -1.354
O 0.797 0.471 -2.492
H -0.729 -0.818 -4.195
H 0.390 -0.863 -5.534
H -0.225 0.683 -5.060
H 1.742 -1.032 -3.407
H 2.138 1.243 -5.218
H 3.353 0.552 -4.079
C -4.712 -0.248 -4.870
C -4.537 -0.668 -3.398
C -3.434 -1.750 -3.210
O -2.508 -1.100 -2.346
C -2.874 0.152 -2.075
O -2.242 0.891 -1.401
O -4.043 0.458 -2.700
H -5.065 -1.101 -5.443
H -3.743 0.125 -5.209
H -5.339 0.642 -4.900
H -5.458 -1.071 -2.978
H -2.934 -2.026 -4.134
H -3.959 -2.556 -2.707
C 1.923 -2.824 2.440
C 0.768 -3.504 3.183
O 0.342 -2.512 4.122
S 0.759 -1.015 3.729
O 1.689 -0.447 4.658
O -0.370 -0.240 3.357
O 1.567 -1.462 2.380
H 2.013 -3.327 1.479
H 2.883 -3.017 2.921
H 1.029 -4.399 3.738
H -0.063 -3.676 2.498
C -2.246 4.350 -0.839
C -1.990 5.651 -1.548
O -1.652 5.199 -2.867
S -2.567 3.934 -3.292
O -1.719 2.859 -3.722
O -3.664 4.328 -4.126
O -3.053 3.655 -1.776
H -2.833 4.482 0.070
H -1.375 3.739 -0.593
H -1.229 6.293 -1.116
H -2.932 6.205 -1.536
C -4.047 -4.047 -0.022
C -2.804 -4.562 0.703
O -2.650 -3.714 1.828
S -3.104 -2.166 1.387
O -1.928 -1.373 1.164
O -4.074 -1.636 2.293
O -3.807 -2.653 0.002
H -4.966 -4.373 0.465
H -4.062 -4.382 -1.057
H -1.985 -4.528 -0.025
H -2.783 -5.589 1.066
```